[1]
{
  "formula": "C22H56HgKN3O8",
  "method": "ωB97M-V/def2-TZVPD",
  "elements": ["Hg", "K", "C", "C", "O", "H", "H", "H", "H", "H", "C", "O", "C", "C", "N", "C", "C", "O", "C", "H", "H", "H", "H", "H", "H", "H", "H", "H", "H", "H", "H", "H", "H", "H", "C", "O", "C", "C", "N", "C", "C", "O", "C", "H", "H", "H", "H", "H", "H", "H", "H", "H", "H", "H", "H", "H", "H", "H", "C", "O", "C", "C", "N", "C", "C", "O", "C", "H", "H", "H", "H", "H", "H", "H", "H", "H", "H", "H", "H", "H", "H", "H", "C", "C", "O", "H", "H", "H", "H", "H", "H"],
  "coordinates": [[-2.80670, -0.41632, 3.99733], [0.38560, 1.00366, 4.87725], [1.13386, 0.36300, 1.65149], [-0.37071, 0.41136, 1.34270], [-1.21523, 0.31731, 2.38728], [1.52985, 1.16844, 2.27002], [1.80083, 0.46267, 0.79515], [1.43373, -0.59341, 2.07980], [-0.46777, -0.28164, 0.50697], [-0.59800, 1.33641, 0.81289], [-4.64162, 0.99201, -1.39997], [-4.88779, 1.75160, -0.24298], [-4.79789, 0.99653, 0.92740], [-5.11690, 1.69940, 2.22957], [-4.82310, 1.07095, 3.48941], [-5.87259, 0.18480, 3.94468], [-5.64396, -0.34728, 5.44305], [-4.58127, -1.25307, 5.30961], [-4.58219, -2.38734, 6.15494], [-3.55404, 0.92586, -1.43018], [-4.85869, 1.65685, -2.23601], [-5.19234, 0.07539, -1.61112], [-3.76489, 0.64971, 0.95436], [-5.39128, 0.08295, 0.89046], [-6.14476, 2.05756, 2.28723], [-4.41680, 2.53052, 2.14474], [-4.60042, 1.77963, 4.17373], [-6.20572, -0.59731, 3.26245], [-6.81010, 0.72536, 4.07497], [-6.59702, -0.72142, 5.81693], [-5.29567, 0.25629, 6.28120], [-3.77514, -3.08534, 5.93227], [-5.49676, -2.95503, 5.98352], [-4.58236, -2.08924, 7.20339], [4.77233, 0.96873, -0.76914], [6.00016, 1.53100, -0.33922], [7.16625, 1.38196, -1.19912], [7.13918, 2.01361, -2.58625], [7.43149, 3.46031, -2.46768], [6.43312, 4.13423, -1.60429], [6.38962, 5.71214, -1.95957], [5.95813, 5.98252, -3.26336], [4.55136, 5.80725, -3.58568], [4.12200, 1.53032, -1.43980], [4.23516, 0.79053, 0.16243], [4.85939, -0.01910, -1.22161], [7.40081, 0.31775, -1.22211], [8.00665, 1.81870, -0.65959], [6.30225, 1.88876, -3.27333], [7.99086, 1.59647, -3.12361], [8.33360, 3.90528, -2.55891], [6.75904, 4.03041, -0.56936], [5.48580, 3.60750, -1.71927], [7.39203, 6.07141, -1.72677], [5.88784, 6.26638, -1.16640], [4.23023, 4.78896, -3.36638], [4.41711, 5.99180, -4.65151], [4.08399, 6.53576, -2.92317], [2.43142, -3.02229, 0.35166], [1.13834, -2.47719, 0.21249], [0.65265, -2.70115, -1.11059], [-0.84743, -2.83154, -1.39170], [-1.41687, -3.98225, -0.72408], [-2.78911, -4.22316, -1.18674], [-3.69951, -5.30325, -0.60579], [-3.10584, -6.60807, -0.86017], [-3.90740, -7.78021, -0.88729], [3.00001, -2.97859, -0.57726], [2.41219, -4.09075, 0.56638], [3.02574, -2.55035, 1.13408], [1.07305, -3.55905, -1.63535], [1.08073, -1.84561, -1.63300], [-1.07312, -2.88180, -2.45690], [-1.30606, -1.88031, -1.12166], [-0.98698, -4.87778, -0.90663], [-2.64269, -4.46968, -2.23835], [-3.17327, -3.21562, -1.02745], [-4.69426, -5.07991, -0.99141], [-3.66571, -5.27563, 0.48333], [-3.47992, -8.66155, -1.36540], [-4.82337, -7.71867, -1.47493], [-4.15818, -8.17526, 0.09716], [1.12734, 2.30600, -3.53848], [0.63320, 2.10095, -2.08403], [-0.30426, 1.06738, -2.02792], [1.28453, 1.33101, -3.99975], [1.95112, 2.98792, -3.74936], [0.28201, 2.77209, -4.04469], [0.20010, 2.98637, -1.61868], [1.56913, 2.01663, -1.53175], [-0.32813, 0.73777, -1.12659]],
  "lowdin_charge": [1.269, 0.868, -0.086, -0.432, -0.389, 0.046, 0.073, 0.072, 0.090, 0.124, -0.083, -0.154, -0.246, -0.173, -0.101, -0.160, -0.160, -0.370, -0.056, 0.087, 0.101, 0.101, 0.107, 0.123, 0.147, 0.141, 0.128, 0.144, 0.129, 0.141, 0.137, 0.104, 0.111, 0.108, -0.123, -0.210, -0.184, -0.186, -0.070, -0.170, -0.212, -0.198, -0.058, 0.066, 0.069, 0.086, 0.114, 0.126, 0.117, 0.118, 0.119, 0.103, 0.090, 0.113, 0.105, 0.062, 0.092, 0.086, -0.115, -0.201, -0.210, -0.218, -0.072, -0.217, -0.178, -0.193, -0.115, 0.086, 0.091, 0.083, 0.123, 0.121, 0.124, 0.098, 0.114, 0.122, 0.110, 0.121, 0.114, 0.085, 0.084, 0.080, -0.060, -0.338, -0.063, 0.079, 0.067, 0.071, 0.108, 0.085, 0.025],
  "lumo_ev": -9.523,
  "homo_lumo_gap_ev": 1.22,
  "energy_ev": -65046.83442,
  "total_charge": 2
}

***

[2]
{
  "formula": "C22H57BrNO12P2S",
  "method": "ωB97M-V/def2-TZVPD",
  "elements": ["C", "C", "C", "O", "N", "C", "C", "C", "C", "S", "C", "P", "C", "O", "C", "C", "C", "C", "O", "O", "C", "C", "C", "C", "C", "C", "C", "C", "C", "O", "P", "O", "Br", "H", "H", "H", "H", "H", "H", "H", "H", "H", "H", "H", "H", "H", "H", "H", "H", "H", "H", "H", "H", "H", "H", "H", "H", "H", "H", "H", "H", "H", "H", "H", "H", "H", "H", "H", "H", "H", "H", "H", "H", "H", "H", "H", "H", "H", "O", "H", "H", "O", "H", "H", "O", "H", "H", "O", "H", "H", "O", "H", "H", "O", "H", "H"],
  "coordinates": [[2.98412, -3.79984, 2.22052], [2.97126, -2.31532, 1.75242], [2.18815, -1.50213, 2.79857], [2.07802, -0.09807, 2.50831], [1.24122, 0.14569, 1.41419], [1.95698, 0.65251, 0.18856], [3.28496, 1.37712, 0.48774], [4.08808, 1.56028, -0.83985], [5.36397, 0.66466, -0.87569], [5.64614, -0.08664, -2.53292], [1.01065, 1.46370, -0.77477], [1.26744, 3.33156, -0.73445], [-0.13845, 4.23326, 0.04189], [1.18212, 3.76106, -2.34935], [-0.47787, 0.98779, -0.68080], [-0.57032, -0.51026, -1.08081], [-0.31401, -0.62297, -2.62381], [-0.32911, -2.09675, -3.15152], [0.91972, -1.19159, -2.97231], [-1.20411, 1.80047, -1.57001], [-2.59347, 1.46277, -1.65502], [-3.51297, 2.70980, -1.69596], [-3.40553, 3.26886, -3.13984], [-4.96388, 2.14550, -1.54191], [-5.55264, 2.36604, -0.13858], [-7.01839, 1.82829, -0.09752], [-4.78122, 1.58571, 0.96623], [-0.97078, 1.15660, 0.81398], [0.12436, 1.02384, 1.88062], [0.69912, 2.23630, 2.26150], [-0.68924, 0.37202, 3.49724], [-1.91481, 1.45799, 3.69170], [-1.69655, -1.57073, 3.01853], [3.92756, -4.28908, 1.96883], [2.13328, -4.34460, 1.79799], [2.81872, -3.81334, 3.30749], [2.36887, -2.28627, 0.82097], [3.95380, -1.89910, 1.50916], [2.75568, -1.55787, 3.73717], [1.22457, -1.99934, 2.99777], [0.79766, -0.75783, 1.18873], [2.25321, -0.24816, -0.37389], [3.94487, 0.77275, 1.12560], [3.15461, 2.31826, 1.02147], [4.44826, 2.59680, -0.86891], [3.47120, 1.42606, -1.73376], [5.26989, -0.17291, -0.17388], [6.23336, 1.26139, -0.58452], [4.46973, 0.08091, -3.18214], [1.34052, 1.15333, -1.77894], [-0.11832, 5.25052, -0.38271], [-0.03363, 4.37113, 1.12377], [-1.14622, 3.84189, -0.15244], [0.25556, 3.94708, -2.57973], [0.26334, -1.13110, -0.72219], [-1.55765, -0.95759, -0.92356], [-0.74277, 0.13795, -3.27709], [0.13990, -2.87083, -2.55658], [-0.28585, -2.01346, -4.23656], [-2.75145, 0.95668, -2.62601], [-2.95327, 0.76390, -0.88816], [-3.26516, 3.44828, -0.92394], [-2.36068, 3.41818, -3.44839], [-3.85246, 2.54247, -3.83486], [-3.97969, 4.19995, -3.22958], [-5.63879, 2.60824, -2.27799], [-4.93698, 1.07421, -1.81221], [-5.57541, 3.43487, 0.11449], [-7.58120, 2.40505, 0.64933], [-7.05599, 0.77929, 0.22825], [-7.47080, 1.92953, -1.09127], [-3.84761, 2.10004, 1.25674], [-5.42190, 1.59068, 1.86017], [-4.59831, 0.54100, 0.67979], [-1.51475, 2.09339, 0.96438], [-1.69636, 0.34233, 0.97640], [0.72555, 2.31120, 3.23296], [-2.69867, 1.12764, 3.20697], [-4.84676, -1.56223, 2.98010], [-5.47147, -2.18032, 3.37694], [-3.97711, -1.92845, 3.18535], [2.69261, -6.55419, 3.30932], [2.14071, -7.20137, 3.76685], [3.59020, -6.88510, 3.43245], [6.94503, -2.53457, -4.75526], [6.21814, -2.41363, -5.37524], [6.77228, -1.89282, -4.05573], [3.79953, 3.11852, 3.18919], [2.94555, 2.69969, 3.04002], [3.90203, 3.11474, 4.14801], [-0.14583, -5.40769, -3.29061], [0.47434, -5.34607, -2.55613], [0.25318, -4.87240, -3.98550], [1.09360, -8.51692, 1.54562], [1.54225, -7.70367, 1.81018], [0.33257, -8.21454, 1.03846]],
  "lowdin_charge": [-0.092, -0.200, -0.183, -0.088, -0.011, -0.195, -0.174, -0.239, -0.515, 0.733, -0.257, 0.979, -0.243, -0.294, -0.447, -0.047, -0.276, 0.045, -0.132, -0.116, -0.175, -0.308, -0.060, -0.163, -0.395, -0.072, -0.087, -0.075, -0.573, -0.002, 0.692, -0.308, 0.507, 0.085, 0.075, 0.073, 0.099, 0.114, 0.149, 0.086, 0.150, 0.151, 0.109, 0.065, 0.118, 0.075, 0.046, 0.079, -0.135, 0.120, 0.057, 0.040, 0.018, 0.047, 0.117, 0.130, 0.146, 0.096, 0.113, 0.135, 0.107, 0.132, 0.075, 0.089, 0.088, 0.117, 0.131, 0.137, 0.081, 0.080, 0.075, 0.058, 0.084, 0.080, 0.117, 0.066, 0.099, 0.045, -0.106, 0.045, -0.122, -0.055, 0.053, 0.062, -0.073, 0.032, -0.055, -0.041, -0.010, 0.050, -0.056, 0.031, 0.032, -0.058, -0.008, 0.035],
  "lumo_ev": -3.257,
  "homo_lumo_gap_ev": 7.64,
  "energy_ev": -149243.69591,
  "total_charge": 1
}